[1]
C59H102N13O4 | ωB97M-V/def2-TZVPD

Structure (XYZ):
```
178
Properties=species:S:1:pos:R:3:mulliken_charge:R:1
C 3.834 3.222 3.442 -0.345
O 4.161 2.160 2.478 -0.414
C 3.319 0.942 2.722 0.061
C 3.834 -0.179 1.643 -0.898
C 2.915 -1.577 1.648 0.240
C 3.563 -2.494 2.884 -1.652
C 3.021 -4.035 2.917 1.532
C 2.549 -4.608 4.367 0.346
O 2.285 -3.620 5.413 -0.524
C 0.987 -2.952 5.273 0.135
C 1.002 -1.300 5.013 -0.208
C -0.382 -0.391 4.883 0.511
C -0.343 1.252 4.671 -0.908
C -1.879 -1.083 4.984 -0.687
C -1.893 -2.726 5.247 -0.315
C -0.498 -3.637 5.391 0.357
C -0.667 -5.238 5.698 0.487
C -1.133 -5.945 4.264 -0.814
C -1.867 -5.436 6.799 -1.236
N 4.095 -4.877 2.234 -0.327
C 3.771 -6.346 2.215 -0.446
C 4.898 -7.099 3.165 -0.569
C 4.265 -8.101 4.297 -0.087
C 5.551 -8.875 5.037 -0.720
N 6.656 -7.922 5.436 -0.222
C 6.891 -7.882 6.930 0.437
N 5.961 -8.104 7.915 -0.648
N 8.303 -7.501 7.416 -0.617
C 1.711 -4.084 1.877 -0.257
O 0.442 -3.923 2.258 -0.607
O 1.914 -4.377 0.419 -0.683
H 2.910 2.974 4.117 0.133
H 4.822 3.424 4.081 0.228
H 3.691 4.217 2.799 0.071
H 3.621 0.555 3.793 0.216
H 2.183 1.206 2.608 0.185
H 4.964 -0.469 1.723 0.252
H 3.673 0.272 0.551 0.276
H 3.122 -2.062 0.578 0.221
H 1.792 -1.297 1.822 0.187
H 4.729 -2.539 2.630 0.391
H 3.479 -1.896 3.883 0.165
H 3.439 -5.293 4.773 -0.414
H 1.657 -5.366 4.164 -0.183
H 2.018 -0.677 4.945 0.148
H -0.965 1.698 5.585 0.367
H 0.750 1.679 4.804 0.091
H -0.887 1.619 3.702 0.269
H -2.881 -0.439 4.915 0.210
H -2.978 -3.202 5.353 0.051
H 0.371 -5.680 6.006 0.309
H -2.002 -6.733 4.476 0.389
H -1.581 -5.153 3.499 0.159
H -0.272 -6.545 3.745 0.158
H -2.905 -5.319 6.243 0.257
H -1.792 -4.565 7.583 0.319
H -1.722 -6.515 7.274 0.353
H 4.367 -4.492 1.304 0.318
H 3.994 -6.728 1.106 0.346
H 2.666 -6.634 2.459 0.010
H 5.510 -6.253 3.742 0.266
H 5.675 -7.737 2.521 0.380
H 3.695 -7.540 5.152 0.254
H 3.588 -8.922 3.801 0.039
H 5.198 -9.607 5.884 0.352
H 6.007 -9.570 4.182 0.287
H 7.549 -8.106 4.904 0.280
H 6.463 -7.967 8.833 0.242
H 8.944 -7.345 6.604 0.234
H 8.672 -8.209 8.088 0.235
C -0.029 6.230 -0.438 -1.068
C 1.420 6.098 0.019 -0.503
C 1.696 4.783 0.750 -0.094
C 0.826 4.694 1.993 0.297
N 0.104 4.620 3.024 -0.593
H -0.722 6.236 0.410 0.203
H -0.173 7.171 -0.980 0.268
H -0.307 5.406 -1.105 0.391
H 1.664 6.945 0.671 0.310
H 2.076 6.167 -0.856 0.366
H 2.750 4.731 1.044 0.189
H 1.483 3.929 0.098 0.309
C -2.665 8.673 1.655 -0.726
C -2.201 9.961 2.328 -0.616
C -1.227 10.766 1.465 0.254
C 0.015 9.937 1.183 0.308
N 1.045 9.249 0.949 -0.609
H -1.830 7.990 1.471 0.038
H -3.380 8.146 2.295 0.353
H -3.155 8.885 0.698 0.221
H -1.729 9.710 3.286 0.364
H -3.077 10.580 2.553 0.345
H -0.936 11.684 1.985 0.351
H -1.697 11.047 0.516 -0.351
C 2.512 -11.507 1.467 -0.933
C 2.823 -10.951 0.081 -0.413
C 4.287 -11.142 -0.322 -0.382
C 5.190 -10.418 0.664 0.318
N 5.939 -9.818 1.481 -0.556
H 3.082 -10.993 2.247 0.170
H 1.451 -11.374 1.701 0.311
H 2.742 -12.578 1.521 0.324
H 2.569 -9.884 0.062 0.282
H 2.181 -11.448 -0.654 0.303
H 4.455 -10.740 -1.326 0.285
H 4.546 -12.206 -0.334 0.287
C -4.513 12.770 -3.625 -0.989
C -3.064 12.638 -3.168 -0.532
C -2.788 11.323 -2.438 -0.083
C -3.658 11.233 -1.194 0.066
N -4.379 11.160 -0.163 -0.562
H -5.205 12.775 -2.777 0.187
H -4.657 13.710 -4.167 0.377
H -4.791 11.946 -4.292 0.287
H -2.819 13.485 -2.516 0.338
H -2.408 12.706 -4.043 0.346
H -1.734 11.270 -2.143 0.243
H -3.001 10.468 -3.089 0.320
C 1.382 10.215 -4.418 -0.980
C 0.939 8.953 -5.152 -0.389
C 0.321 9.247 -6.520 -0.381
C -0.911 10.121 -6.350 0.304
N -1.933 10.846 -6.208 -0.507
H 0.537 10.875 -4.202 0.172
H 1.843 9.955 -3.460 0.330
H 2.116 10.775 -5.009 0.325
H 0.218 8.414 -4.526 0.251
H 1.806 8.296 -5.284 0.304
H 0.032 8.311 -7.011 0.293
H 1.041 9.761 -7.166 0.293
C 1.259 -3.974 -2.466 -1.177
C 0.039 -4.093 -3.373 -0.168
C 0.333 -4.856 -4.667 -0.123
C 1.409 -4.131 -5.458 0.111
N 2.302 -3.529 -6.114 -0.534
H 2.065 -3.407 -2.943 0.353
H 0.996 -3.447 -1.543 0.251
H 1.646 -4.963 -2.196 0.282
H -0.327 -3.087 -3.610 0.334
H -0.760 -4.607 -2.828 0.149
H -0.575 -4.927 -5.275 0.172
H 0.672 -5.874 -4.445 0.299
C -3.980 -3.916 -3.139 -0.841
C -4.636 -4.588 -4.341 -0.429
C -4.844 -6.090 -4.142 -0.358
C -3.502 -6.771 -3.927 0.294
N -2.389 -7.335 -3.749 -0.538
H -2.976 -4.311 -2.953 0.072
H -3.878 -2.840 -3.314 0.336
H -4.581 -4.058 -2.233 0.333
H -4.015 -4.412 -5.228 0.280
H -5.606 -4.114 -4.528 0.308
H -5.329 -6.522 -5.024 0.282
H -5.487 -6.278 -3.275 0.324
C -8.075 14.547 -2.090 -1.099
C -9.295 14.427 -2.998 -0.454
C -9.001 13.664 -4.291 -0.311
C -7.925 14.389 -5.082 0.245
N -7.032 14.991 -5.739 -0.504
H -7.269 15.113 -2.568 0.351
H -8.338 15.073 -1.167 0.342
H -7.688 13.557 -1.820 0.262
H -9.661 15.434 -3.234 0.293
H -10.094 13.913 -2.453 0.315
H -9.909 13.594 -4.900 0.291
H -8.662 12.647 -4.069 0.284
C -1.718 -8.524 -6.865 -0.933
C -2.162 -9.786 -7.598 -0.473
C -2.780 -9.492 -8.967 -0.390
C -4.012 -8.618 -8.796 0.272
N -5.034 -7.893 -8.655 -0.492
H -2.564 -7.864 -6.649 0.143
H -1.257 -8.784 -5.906 0.356
H -0.985 -7.964 -7.455 0.320
H -2.883 -10.325 -6.972 0.285
H -1.295 -10.443 -7.731 0.320
H -3.068 -10.428 -9.457 0.289
H -2.060 -8.978 -9.612 0.289
```

Output
LUMO in eV: 1.5
Net charge: -1
Gap between HOMO and LUMO in eV: 5.6999
HOMO energy in eV: -4.25

[2]
H14LiO7 | ωB97M-V/def2-TZVPD

Structure (XYZ):
```
22
Properties=species:S:1:pos:R:3:nbo_charge:R:1
Li -0.208 0.004 -0.163 0.884
O -1.452 -0.843 -2.147 -0.963
H -0.929 -1.482 -2.691 0.495
H -2.040 -0.381 -2.688 0.480
O -2.549 -0.417 0.839 -0.936
H -3.124 0.312 0.983 0.473
H -3.084 -0.729 0.146 0.477
O 1.649 0.183 -1.265 -0.936
H 2.040 1.087 -1.114 0.481
H 2.309 -0.285 -0.903 0.478
O -0.904 1.792 -1.069 -0.944
H -0.496 2.159 -0.298 0.490
H -1.659 2.067 -1.325 0.476
O 0.127 -1.882 0.364 -1.026
H -0.527 -2.330 0.928 0.515
H 0.856 -2.541 -0.157 0.534
O 2.997 -0.036 1.268 -0.961
H 2.384 0.665 1.150 0.468
H 3.033 -0.260 2.254 0.485
O 0.425 1.034 1.526 -0.966
H 0.715 1.601 2.171 0.491
H 0.433 0.277 2.189 0.503
```

Output
LUMO in eV: -3.4
Net charge: +1
Gap between HOMO and LUMO in eV: 11.5892
HOMO energy in eV: -14.96

[3]
C10H29O7P2 | ωB97M-V/def2-TZVPD

Structure (XYZ):
```
48
Properties=species:S:1:pos:R:3:nbo_charge:R:1
O 0.781 -0.330 1.942 -0.753
C 1.969 -0.465 2.766 -0.115
C 2.170 -1.959 3.234 -0.099
O 2.578 -2.855 2.198 -0.545
C 3.996 -2.856 2.037 0.240
O 4.406 -1.724 1.288 -0.580
C 5.820 -1.444 1.434 -0.393
P 6.177 0.469 1.437 0.485
H 1.064 -0.626 1.062 0.475
H 2.830 -0.047 2.172 0.230
H 1.890 0.184 3.693 0.167
H 2.821 -2.007 4.166 0.169
H 1.148 -2.322 3.578 0.181
H 4.230 -3.774 1.400 0.136
H 4.562 -3.003 3.005 0.138
H 6.236 -1.829 2.417 0.145
H 6.399 -1.983 0.609 0.146
H 7.412 0.167 2.158 -0.216
H 5.395 0.613 2.660 -0.217
H 4.982 0.746 0.651 -0.200
H 6.908 0.347 0.169 -0.220
H 6.519 1.899 1.537 -0.171
O -4.448 2.013 -0.131 -0.908
P -3.438 1.720 -1.243 2.387
O -4.404 0.713 -2.150 -0.809
C -5.636 1.221 -2.644 -0.069
C -5.423 2.185 -3.796 -0.633
O -2.549 0.616 -0.383 -0.823
C -2.341 0.799 1.022 -0.075
C -3.237 -0.145 1.801 -0.628
O -2.230 1.676 -2.438 -0.808
C -1.760 0.442 -2.985 -0.047
C -2.253 0.262 -4.408 -0.630
H -6.203 1.702 -1.843 0.188
H -6.223 0.365 -2.987 0.181
H -4.767 3.012 -3.505 0.201
H -6.376 2.597 -4.134 0.211
H -4.949 1.682 -4.641 0.212
H -2.507 1.838 1.313 0.175
H -1.294 0.568 1.235 0.220
H -4.280 -0.061 1.489 0.209
H -3.177 0.057 2.873 0.209
H -2.940 -1.181 1.624 0.208
H -2.038 -0.422 -2.383 0.206
H -0.668 0.502 -2.988 0.191
H -3.303 -0.033 -4.423 0.208
H -1.684 -0.521 -4.915 0.213
H -2.168 1.192 -4.976 0.209
```

Output
LUMO in eV: 0.2
Net charge: -1
Gap between HOMO and LUMO in eV: 3.3500
HOMO energy in eV: -3.16

[4]
C53H42BBrN10O5SSr | ωB97M-V/def2-TZVPD

Structure (XYZ):
```
114
Properties=species:S:1:pos:R:3:mulliken_charge:R:1
Sr -0.053 0.557 -0.618 1.604
N -0.041 -2.184 3.333 -0.718
C -0.578 -1.341 2.272 0.509
S -0.742 -2.260 0.674 -0.482
N 0.620 -0.529 1.877 -0.780
N 0.723 0.679 1.620 -0.181
C -0.279 1.761 1.876 -0.358
C 0.457 3.066 1.592 -0.273
C 0.551 4.024 2.585 0.062
C 1.219 5.234 2.400 -1.088
C 1.811 5.480 1.172 -0.419
C 1.723 4.545 0.150 -0.839
C 1.047 3.325 0.314 -0.103
O 0.962 2.466 -0.673 -0.333
H -0.673 -2.977 3.408 0.279
H 0.838 -2.537 2.970 0.326
H -0.574 1.721 2.926 0.667
H 0.074 3.817 3.539 0.415
H 1.274 5.959 3.203 0.372
H 2.344 6.411 1.002 0.352
H 2.170 4.737 -0.820 0.347
Br -7.907 2.188 6.965 -0.309
C -7.573 0.756 5.737 0.111
C -7.051 1.028 4.482 -0.577
C -6.804 -0.001 3.594 0.202
C -7.121 -1.345 3.913 -0.352
C -7.635 -1.576 5.212 0.166
C -7.852 -0.552 6.111 -0.560
N -7.114 -2.390 3.048 -1.171
N -6.450 -2.350 1.911 -0.464
C -5.286 -1.769 1.691 0.317
C -5.035 -1.592 0.268 -0.639
C -4.019 -0.842 -0.193 -1.079
C -3.028 -0.370 0.730 -0.111
O -2.073 0.514 0.265 -0.188
C -3.023 -0.772 2.011 -0.207
N -1.812 -0.705 2.769 0.995
C -1.949 -0.660 4.166 -0.580
C -3.095 -1.023 4.751 -1.465
C -4.222 -1.494 3.972 -0.668
C -4.220 -1.354 2.621 0.971
H -6.830 2.050 4.196 0.421
H -6.382 0.227 2.625 0.328
H -7.858 -2.599 5.489 0.349
H -8.236 -0.765 7.101 0.361
H -5.780 -2.002 -0.401 0.393
H -3.913 -0.602 -1.244 0.357
H -1.069 -0.376 4.722 0.497
H -3.177 -0.962 5.828 0.348
H -5.066 -1.914 4.487 0.659
C 9.756 3.182 -10.188 -0.838
O 8.376 3.461 -10.293 -0.472
C 7.577 3.048 -9.269 1.009
C 6.214 3.317 -9.411 -0.581
C 5.327 2.933 -8.431 -0.513
C 5.772 2.270 -7.285 0.232
C 7.127 2.015 -7.151 -0.757
C 8.038 2.396 -8.133 -0.628
C 4.783 1.849 -6.279 0.290
N 3.486 1.988 -6.404 -0.812
C 2.956 1.443 -5.253 0.550
C 3.950 0.970 -4.437 0.062
N 5.125 1.230 -5.107 -0.132
C 3.710 0.332 -3.176 0.942
C 4.701 -0.154 -2.312 -0.421
C 4.336 -0.743 -1.129 -1.021
C 2.971 -0.838 -0.818 -0.342
N 2.038 -0.383 -1.627 -0.534
C 2.370 0.209 -2.787 0.286
C 1.284 0.747 -3.636 -0.215
N 0.012 0.632 -3.197 -0.562
C -0.963 1.151 -3.911 -0.320
C -0.756 1.797 -5.138 -0.947
C 0.523 1.891 -5.619 -0.492
C 1.575 1.358 -4.861 0.856
H 10.213 3.573 -11.093 0.243
H 9.939 2.106 -10.124 0.338
H 10.196 3.677 -9.317 0.335
H 5.876 3.826 -10.303 0.410
H 4.270 3.137 -8.531 0.496
H 7.513 1.507 -6.276 0.227
H 9.086 2.172 -7.997 0.377
H 6.054 1.067 -4.766 0.185
H 5.748 -0.054 -2.575 0.355
H 5.073 -1.125 -0.437 0.435
H 2.618 -1.289 0.106 0.393
H -1.962 1.053 -3.501 0.449
H -1.597 2.215 -5.673 0.419
H 0.749 2.375 -6.560 0.558
C -5.865 7.200 0.032 -1.622
C -4.431 7.210 0.578 2.070
C -3.503 7.759 -0.508 -2.083
C -4.363 8.165 1.778 -1.725
C -4.039 5.793 1.005 0.482
C -4.604 5.230 2.144 -0.280
C -4.265 3.947 2.595 -2.392
C -3.345 3.231 1.868 0.422
O -2.836 2.015 2.123 -0.643
B -1.805 1.754 1.101 2.872
O -1.916 2.910 0.158 -0.702
C -2.791 3.772 0.704 0.481
C -3.118 5.033 0.262 -1.032
H -6.167 8.201 -0.292 0.428
H -6.565 6.857 0.794 0.347
H -5.943 6.521 -0.819 0.346
H -3.763 8.800 -0.720 0.443
H -3.595 7.197 -1.438 0.326
H -2.460 7.724 -0.193 0.458
H -4.518 9.197 1.450 0.447
H -3.390 8.098 2.266 0.375
H -5.126 7.933 2.521 0.336
H -5.331 5.793 2.718 0.352
H -4.695 3.533 3.499 0.560
H -2.636 5.413 -0.626 0.409
```

Output
LUMO in eV: 2.4
Net charge: -2
Gap between HOMO and LUMO in eV: 2.6570
HOMO energy in eV: -0.30